1.
C4H15NO2S | ωB97M-V/def2-TZVPD

Element x y z (Å)
H 0.41 -3.59 -0.41
H 0.46 -1.36 -1.42
O 0.16 1.35 2.69
H 0.56 3.52 -1.49
H 1.78 -1.12 -0.34
C 0.69 -0.90 -0.48
C 1.32 1.42 -1.13
O -2.35 1.94 -1.56
H 1.41 1.26 -2.20
H 0.80 2.03 2.79
H 0.31 1.00 1.79
H 0.30 2.89 0.11
H -1.93 2.34 -2.34
S -0.29 -3.29 0.62
H 1.85 3.28 -0.26
C 0.99 2.87 -0.75
H -1.38 -1.23 0.42
C -0.31 -1.48 0.54
H 2.30 1.15 -0.82
H 0.11 -1.25 1.48
H -0.56 0.78 -0.77
N 0.35 0.55 -0.40
H -2.95 1.28 -1.81

The SMILES is CCNCCS.O.O. As for the LUMO energy: 0.0162 hartree. The HOMO energy is -8.896 eV. Its net charge is 0. The value obtained for the energy relative to the best compared isomer or geometry (same formula, charge and spin) is 1.2317 eV. The calculation puts the gap between HOMO and LUMO at 9.34 eV.

***

2.
C4H15NO2S | ωB97M-V/def2-TZVPD

Element x y z (Å)
S 0.77 3.70 0.70
H 1.45 -2.82 1.05
C -0.29 -0.60 -1.57
H 1.46 1.59 1.79
H 2.52 -1.70 1.40
H 0.00 -2.71 -0.96
H 0.62 -0.81 0.34
C 0.74 1.91 1.03
H -1.66 -2.07 -0.66
H -0.15 1.47 1.44
H 1.92 1.01 -0.62
H 0.24 1.68 -1.12
C -0.83 -2.10 -1.34
O -2.69 0.73 1.36
H -0.50 4.02 0.76
O 1.93 -2.06 0.73
H -2.52 0.37 2.23
N 0.11 -0.18 -0.27
H -1.14 -2.54 -2.30
H -1.22 -0.02 -1.85
C 0.84 1.10 -0.37
H -1.94 0.57 0.78
H 0.32 -0.54 -2.56

The SMILES is CCNCCS.O.O. As for the LUMO energy: 0.0117 hartree. The HOMO energy is -8.631 eV. Its net charge is 0. The value obtained for the energy relative to the best compared isomer or geometry (same formula, charge and spin) is 1.4809 eV. The calculation puts the gap between HOMO and LUMO at 8.95 eV.

***

3.
C4H15NO3 | ωB97M-V/def2-TZVPD

Element x y z (Å)
O -1.74 -0.21 0.31
C 1.80 1.25 -0.58
H -1.12 0.55 0.46
H -2.63 -0.88 2.60
H 1.04 1.91 -0.06
H 0.42 1.80 -2.51
H 3.21 -0.11 0.22
C 1.08 0.30 -1.42
C 0.32 0.79 -2.42
H -1.55 -0.50 -0.58
O -2.27 -0.05 2.86
H 0.94 -0.81 -1.14
N -0.79 0.01 -2.83
C 2.40 0.47 0.55
O -1.32 -2.72 2.40
H -2.60 0.51 2.15
H -1.56 0.37 -3.20
H 2.58 1.22 1.33
H -0.84 -2.46 3.16
H -1.02 -2.20 1.71
H -0.64 -0.95 -3.14
H 2.69 1.94 -0.84
H 1.61 -0.25 0.96

The SMILES is CC/C=C/N.O.O.O. As for the LUMO energy: 0.0254 hartree. The HOMO energy is -8.433 eV. Its net charge is 0. The value obtained for the energy relative to the best compared isomer or geometry (same formula, charge and spin) is 2.4739 eV. The calculation puts the gap between HOMO and LUMO at 9.12 eV.

***

4.
C4H15O6 | ωB97M-V/def2-TZVPD

Element x y z (Å)
O -1.05 1.02 -0.53
H 2.26 -2.63 -0.39
H 0.66 2.17 2.14
H -0.20 2.11 -3.69
O 0.42 2.41 -3.03
H 0.19 2.05 -2.17
H -1.39 2.52 0.60
H 1.31 0.19 -1.22
C 2.37 -1.61 -0.74
H -2.37 -3.45 1.14
H 1.60 -0.04 0.52
H 2.44 -1.69 -1.83
O 1.36 2.21 2.80
H -2.01 2.42 2.00
C 1.31 -0.54 -0.40
O -2.93 -2.71 1.37
C -0.08 -1.15 -0.32
H 3.32 -1.15 -0.49
O -1.40 2.95 1.46
C -1.28 -0.24 -0.32
H 1.41 1.36 3.25
O -2.44 -0.60 -0.20
H -0.22 -1.79 -1.20
H -0.35 -1.79 0.53
H -2.93 -1.98 0.73

The expectation value of S² is 0.755. As for the LUMO energy (alpha / beta): 0.0071 / -0.1637 hartree. The HOMO energy (alpha / beta) is -11.276 / -11.246 eV. Its multiplicity is 2. Its net charge is 0. The value obtained for the energy relative to the best compared isomer or geometry (same formula, charge and spin) is 0.0000 eV. The calculation puts the gap between HOMO and LUMO (alpha / beta) at 11.47 / 6.79 eV.

***

5.
C4H16AgCl2N8O4 | ωB97M-V/def2-TZVPD

Element x y z (Å)
N 4.82 12.53 5.23
C 4.89 7.57 3.26
O 6.20 10.92 4.75
O 5.92 8.16 3.56
H 5.95 10.30 -0.29
H 2.98 7.63 2.85
H 7.93 5.65 2.68
N 8.66 5.84 2.01
H 3.77 5.99 2.94
H 5.19 10.15 1.28
H 10.13 8.31 0.96
C 7.21 10.29 1.12
H 5.28 5.57 3.62
N 6.01 10.07 0.69
H 9.77 6.90 0.09
H 4.26 12.14 4.49
H 8.80 5.34 1.14
O 9.03 7.93 2.93
Cl 9.73 11.23 4.56
N 4.64 6.31 3.35
H 7.74 10.38 -0.83
N 9.80 7.35 0.99
H 4.45 13.18 5.92
Cl 8.13 8.44 6.61
H 7.35 11.63 6.73
H 3.69 9.23 3.05
H 9.04 10.52 0.26
N 8.04 10.49 0.13
N 3.79 8.23 2.99
H 6.46 13.01 7.07
C 5.88 11.86 5.50
C 9.20 7.07 2.09
Ag 7.75 9.39 4.18
O 7.48 10.35 2.28
N 6.49 12.13 6.58

The expectation value of S² is 0.757. As for the LUMO energy (alpha / beta): -0.0010 / -0.0405 hartree. The HOMO energy (alpha / beta) is -7.594 / -7.174 eV. Its multiplicity is 2. Its net charge is 0. The value obtained for the energy relative to the best compared isomer or geometry (same formula, charge and spin) is 2.9729 eV. The calculation puts the gap between HOMO and LUMO (alpha / beta) at 7.57 / 6.07 eV.

***

6.
C4H16BO2S2Sn | ωB97M-V/def2-TZVPD

Element x y z (Å)
H 2.23 -2.72 -1.68
Sn -1.23 -0.79 -2.02
H -1.95 3.54 1.28
C -1.11 3.12 1.83
H 0.01 0.36 2.74
S 1.80 -2.16 0.58
H -0.44 3.98 1.94
H 2.58 -4.08 -0.62
H -3.76 0.08 -3.59
H -4.08 -0.40 -1.92
H 0.97 -3.90 -0.96
H 2.99 -0.67 -0.89
B -4.01 0.44 -2.60
H -4.85 1.12 -2.65
S -0.20 1.84 0.88
H -1.43 2.67 2.77
C 1.86 -3.29 -0.82
H 1.53 0.48 1.68
H 3.48 -0.29 0.74
H -3.17 1.07 -2.36
C 0.73 0.99 2.21
C 3.27 -1.12 0.06
H 4.19 -1.68 -0.10
H 1.31 1.71 2.79
O 0.61 -1.20 0.29
O -1.32 0.89 0.42

The expectation value of S² is 0.753. As for the LUMO energy (alpha / beta): -0.0170 / -0.0145 hartree. The HOMO energy (alpha / beta) is -6.565 / -8.572 eV. Its multiplicity is 2. Its net charge is 0. The calculation puts the gap between HOMO and LUMO (alpha / beta) at 6.10 / 8.18 eV.

***

Number 1: largest force on an atom 0.051 hartree/bohr. Number 2: largest force on an atom 0.073 hartree/bohr. Number 3: largest force on an atom 0.096 hartree/bohr. Number 4: largest force on an atom 0.032 hartree/bohr. Number 5: largest force on an atom 0.121 hartree/bohr. Number 6: largest force on an atom 0.101 hartree/bohr.